{
  "formula": "C35H45N6PSV",
  "method": "ωB97M-V/def2-TZVPD",
  "homo_ev": [-12.4, -11.7],
  "total_charge": 2,
  "homo_lumo_gap_ev": [7.83, 7.09],
  "e_above_lowest_ev": 0.0000,
  "multiplicity": 2,
  "symbols": ["V", "C", "C", "N", "N", "C", "S", "N", "N", "H", "H", "H", "H", "H", "H", "N", "C", "C", "C", "C", "C", "C", "P", "C", "C", "C", "C", "C", "C", "C", "C", "C", "C", "C", "C", "H", "H", "H", "H", "H", "H", "H", "H", "H", "H", "H", "H", "H", "H", "H", "H", "C", "N", "C", "C", "C", "C", "C", "C", "C", "C", "H", "H", "H", "H", "H", "H", "H", "H", "H", "H", "H", "H", "H", "C", "C", "C", "C", "C", "H", "H", "H", "H", "H", "H", "H", "H", "H", "H"],
  "coordinates": [[-0.17, -0.34, -0.35], [-1.76, 1.74, 4.41], [-1.20, 2.38, 3.20], [-0.86, 3.61, 3.07], [-0.39, 3.70, 1.79], [-0.43, 2.56, 1.12], [-0.01, 2.13, -0.46], [-0.96, 1.70, 2.02], [-1.18, 0.36, 1.71], [-1.92, 2.49, 5.18], [-1.07, 0.99, 4.80], [-2.71, 1.25, 4.19], [-0.10, 4.60, 1.43], [-0.69, -0.18, 2.42], [-2.18, 0.18, 1.79], [0.37, -1.66, -2.10], [-0.67, -2.29, -2.89], [-0.45, -3.52, -3.50], [-1.46, -4.10, -4.25], [-2.68, -3.45, -4.41], [-2.90, -2.23, -3.79], [-1.90, -1.65, -3.01], [-2.10, -0.16, -2.01], [-3.17, 1.02, -2.84], [-2.58, 2.13, -3.44], [-3.36, 3.03, -4.15], [-4.73, 2.83, -4.26], [-5.33, 1.72, -3.66], [-4.55, 0.82, -2.96], [-3.04, -0.77, -0.57], [-2.78, -2.04, -0.05], [-3.36, -2.45, 1.15], [-4.23, -1.60, 1.82], [-4.50, -0.33, 1.31], [-3.90, 0.09, 0.13], [1.12, -2.32, -1.93], [0.79, -0.91, -2.65], [0.51, -4.02, -3.40], [-1.29, -5.05, -4.73], [-3.46, -3.90, -5.01], [-3.85, -1.72, -3.91], [-1.52, 2.30, -3.34], [-2.90, 3.89, -4.62], [-5.34, 3.53, -4.82], [-6.39, 1.57, -3.75], [-5.03, -0.04, -2.49], [-2.16, -2.74, -0.61], [-3.16, -3.44, 1.53], [-4.70, -1.93, 2.74], [-5.20, 0.32, 1.82], [-4.11, 1.08, -0.25], [5.36, 0.69, -0.34], [4.70, 1.99, -0.04], [5.39, 2.64, 1.12], [3.16, 1.84, 0.04], [2.62, 1.53, 1.40], [2.60, 2.56, 2.35], [2.15, 2.37, 3.63], [1.70, 1.10, 4.00], [1.64, 0.10, 3.05], [2.05, 0.27, 1.71], [6.43, 0.85, -0.45], [4.93, 0.27, -1.24], [5.17, 0.04, 0.50], [4.86, 2.60, -0.84], [5.20, 2.05, 2.01], [5.01, 3.65, 1.24], [6.45, 2.67, 0.89], [2.91, 1.05, -0.66], [2.78, 2.79, -0.34], [2.93, 3.55, 2.05], [2.14, 3.18, 4.35], [1.37, 0.91, 5.01], [1.24, -0.86, 3.34], [3.30, -2.39, 1.83], [2.38, -2.13, 0.63], [1.34, -3.26, 0.65], [3.25, -2.29, -0.64], [1.61, -0.76, 0.69], [3.85, -3.32, 1.69], [2.76, -2.47, 2.77], [4.04, -1.59, 1.94], [1.81, -4.24, 0.55], [0.59, -3.18, -0.15], [0.79, -3.26, 1.59], [3.21, -3.31, -1.03], [4.31, -2.12, -0.42], [2.99, -1.59, -1.43], [0.65, -1.10, 1.16]],
  "mulliken_spin": [0.995, 0.001, 0.000, 0.000, 0.005, -0.009, -0.024, 0.012, -0.019, 0.000, 0.000, 0.000, -0.001, 0.010, 0.001, 0.020, -0.005, -0.002, 0.001, 0.000, 0.002, 0.003, 0.003, 0.007, -0.003, 0.000, 0.000, 0.000, -0.002, 0.030, -0.034, 0.001, -0.007, 0.007, 0.006, -0.004, 0.017, 0.001, 0.000, 0.000, 0.000, 0.002, 0.000, 0.000, 0.000, 0.000, -0.001, 0.001, 0.000, 0.000, -0.002, -0.001, 0.001, 0.000, 0.013, 0.013, 0.002, 0.001, 0.006, 0.009, 0.006, 0.000, 0.000, 0.000, 0.000, 0.000, 0.000, 0.000, 0.012, -0.005, -0.001, 0.000, 0.001, 0.000, -0.003, -0.024, -0.012, -0.008, 0.006, 0.000, 0.001, 0.000, -0.001, 0.003, 0.000, 0.002, 0.001, -0.003, -0.026]
}

***

{
  "formula": "C35H44N2O5",
  "method": "ωB97M-V/def2-TZVPD",
  "homo_ev": -5.4,
  "homo_lumo_gap_ev": 3.71,
  "e_above_lowest_ev": 3.1803,
  "symbols": ["C", "C", "O", "C", "C", "C", "O", "C", "C", "C", "C", "C", "C", "C", "C", "C", "C", "O", "H", "H", "H", "H", "H", "H", "H", "H", "H", "H", "H", "H", "H", "H", "H", "H", "H", "H", "H", "H", "H", "H", "H", "H", "H", "C", "O", "C", "C", "C", "C", "N", "C", "C", "C", "C", "C", "C", "C", "C", "C", "C", "O", "N", "C", "C", "C", "C", "C", "H", "H", "H", "H", "H", "H", "H", "H", "H", "H", "H", "H", "H", "H", "H", "H", "H", "H", "H"],
  "coordinates": [[4.73, -3.04, 0.46], [3.56, -2.10, 0.29], [2.61, -2.24, 1.36], [1.37, -1.69, 1.14], [0.69, -1.58, 2.41], [-0.60, -0.99, 2.55], [-1.39, -1.44, 3.39], [-1.06, 0.21, 1.72], [-1.85, -0.21, 0.48], [-3.10, -1.08, 0.70], [-3.08, -2.52, 0.16], [-3.11, -3.68, 1.18], [-2.14, -4.83, 0.87], [-0.67, -4.53, 1.18], [-0.33, -4.58, 2.67], [1.06, -4.06, 3.05], [1.16, -2.58, 3.44], [0.92, -1.44, 0.01], [5.48, -2.82, -0.30], [5.20, -2.91, 1.44], [4.40, -4.07, 0.33], [3.91, -1.05, 0.33], [3.01, -2.26, -0.65], [-1.70, 0.84, 2.37], [-0.19, 0.81, 1.42], [-2.16, 0.72, -0.03], [-1.13, -0.69, -0.20], [-3.39, -1.04, 1.75], [-3.90, -0.56, 0.14], [-4.00, -2.63, -0.44], [-2.26, -2.66, -0.56], [-2.94, -3.31, 2.20], [-4.13, -4.10, 1.18], [-2.45, -5.71, 1.45], [-2.22, -5.09, -0.19], [-0.04, -5.27, 0.66], [-0.38, -3.56, 0.74], [-1.10, -4.06, 3.26], [-0.40, -5.63, 2.97], [1.39, -4.66, 3.92], [1.77, -4.24, 2.24], [2.22, -2.35, 3.65], [0.57, -2.42, 4.35], [-3.61, 5.97, 3.07], [-4.33, 5.22, 2.05], [-3.67, 4.89, 0.91], [-4.40, 4.11, -0.02], [-3.75, 3.58, -1.12], [-2.39, 3.79, -1.29], [-1.77, 3.20, -2.42], [-0.50, 2.70, -2.51], [0.27, 2.22, -1.35], [1.13, 1.05, -1.51], [2.18, 0.79, -0.68], [3.49, 0.53, -1.31], [4.70, 1.07, -0.81], [5.92, 0.67, -1.35], [5.96, -0.27, -2.39], [4.77, -0.77, -2.92], [3.54, -0.35, -2.42], [0.13, 2.74, -0.21], [-0.28, 2.50, -3.84], [0.94, 2.03, -4.46], [-1.41, 2.84, -4.56], [-2.36, 3.19, -3.68], [-1.68, 4.66, -0.46], [-2.31, 5.23, 0.66], [-4.36, 6.14, 3.85], [-2.77, 5.38, 3.47], [-3.25, 6.94, 2.67], [-5.45, 3.92, 0.17], [-4.31, 2.99, -1.84], [0.80, 0.34, -2.28], [2.14, 1.03, 0.39], [4.67, 1.77, 0.03], [6.84, 1.07, -0.95], [6.91, -0.59, -2.81], [4.79, -1.51, -3.72], [2.60, -0.78, -2.78], [0.99, 2.42, -5.48], [1.82, 2.37, -3.90], [0.94, 0.94, -4.54], [-1.43, 2.79, -5.63], [-3.39, 3.47, -3.83], [-0.65, 4.94, -0.68], [-1.76, 5.88, 1.36]],
  "lowdin_charge": [-0.053, -0.232, -0.061, -0.464, -0.119, -0.396, -0.013, -0.120, -0.202, -0.187, -0.194, -0.205, -0.219, -0.207, -0.202, -0.193, -0.170, -0.002, 0.065, 0.081, 0.078, 0.103, 0.115, 0.121, 0.090, 0.086, 0.082, 0.106, 0.090, 0.096, 0.104, 0.099, 0.101, 0.104, 0.103, 0.111, 0.098, 0.104, 0.105, 0.103, 0.097, 0.106, 0.112, -0.051, -0.085, -0.253, 0.016, -0.012, -0.207, 0.072, -0.063, -0.284, -0.053, 0.034, -0.235, -0.032, -0.079, -0.082, -0.077, -0.052, 0.038, -0.040, 0.001, 0.001, 0.020, -0.001, 0.018, 0.096, 0.102, 0.093, 0.126, 0.115, 0.121, 0.153, 0.122, 0.106, 0.105, 0.107, 0.120, 0.100, 0.110, 0.103, 0.135, 0.134, 0.123, 0.115]
}

***

{
  "formula": "C11H15NS",
  "method": "ωB97M-V/def2-TZVPD",
  "homo_ev": -7.9,
  "homo_lumo_gap_ev": 8.78,
  "e_above_lowest_ev": 0.3077,
  "smiles": "Cc1c[nH]c2ccccc12.CCS",
  "symbols": ["C", "C", "C", "C", "C", "C", "C", "C", "C", "N", "H", "H", "H", "H", "H", "H", "H", "H", "H", "C", "C", "S", "H", "H", "H", "H", "H", "H"],
  "coordinates": [[2.05, 0.05, -3.91], [1.13, -0.70, -1.56], [2.03, -0.82, -2.67], [1.46, -1.69, -0.61], [2.84, -1.86, -2.37], [-0.60, 0.03, -0.03], [-0.25, -1.00, 0.86], [0.07, 0.18, -1.23], [0.79, -1.84, 0.57], [2.50, -2.41, -1.14], [-1.48, 0.68, 0.20], [-0.86, -1.07, 1.81], [-0.22, 0.91, -1.99], [1.06, -2.64, 1.29], [1.02, 0.28, -4.16], [2.51, -0.54, -4.71], [3.66, -2.22, -3.00], [2.99, -3.17, -0.73], [2.65, 0.98, -3.76], [-2.59, 1.44, 2.86], [-2.16, 2.90, 2.97], [-3.84, 0.93, 4.04], [-2.96, 1.26, 1.86], [-1.70, 0.84, 3.01], [-1.75, 3.06, 3.98], [-4.15, -0.23, 3.46], [-2.93, 3.58, 2.67], [-1.29, 3.05, 2.28]],
  "lowdin_charge": [-0.045, -0.138, -0.242, -0.230, -0.060, -0.108, -0.108, -0.025, -0.042, 0.077, 0.094, 0.110, 0.108, 0.116, 0.068, 0.074, 0.127, 0.145, 0.089, -0.682, -0.167, 0.688, 0.046, 0.046, 0.075, -0.157, 0.058, 0.081]
}

***

{
  "formula": "C37H55GeN4O6P2Tc",
  "method": "ωB97M-V/def2-TZVPD",
  "homo_ev": [-9.5, -9.1],
  "total_charge": 1,
  "homo_lumo_gap_ev": [7.90, 7.33],
  "e_above_lowest_ev": 0.0000,
  "multiplicity": 2,
  "symbols": ["Tc", "C", "C", "C", "O", "P", "O", "C", "P", "O", "O", "C", "C", "C", "O", "C", "C", "C", "O", "C", "C", "C", "H", "H", "H", "H", "H", "H", "H", "H", "H", "H", "H", "H", "H", "H", "H", "H", "H", "H", "H", "H", "H", "H", "H", "H", "H", "H", "H", "H", "H", "H", "C", "C", "C", "C", "N", "C", "N", "N", "N", "H", "H", "H", "H", "H", "H", "H", "H", "H", "H", "C", "Ge", "C", "C", "C", "C", "C", "C", "C", "C", "C", "C", "C", "C", "C", "C", "C", "C", "C", "C", "H", "H", "H", "H", "H", "H", "H", "H", "H", "H", "H", "H", "H", "H", "H"],
  "coordinates": [[-0.35, -0.08, 0.06], [2.88, 1.78, 2.57], [3.71, 2.50, 1.53], [5.11, 2.81, 2.01], [3.89, 1.68, 0.32], [2.78, 1.09, -0.60], [1.77, 0.24, 0.08], [1.98, 2.45, -1.48], [0.50, 3.15, -0.72], [-0.30, 2.12, 0.00], [1.03, 4.22, 0.29], [0.97, 5.68, 0.15], [-0.38, 6.17, 0.62], [2.12, 6.23, 0.96], [-0.23, 4.00, -1.79], [-0.80, 3.61, -3.10], [0.18, 3.99, -4.18], [-1.23, 2.16, -3.14], [3.55, 0.25, -1.66], [4.86, 0.44, -2.30], [5.10, 1.88, -2.68], [5.93, -0.13, -1.39], [2.86, 2.38, 3.48], [3.31, 0.81, 2.79], [1.85, 1.64, 2.24], [3.21, 3.42, 1.23], [5.60, 1.90, 2.35], [5.06, 3.52, 2.84], [5.71, 3.25, 1.21], [1.71, 2.04, -2.46], [2.69, 3.27, -1.63], [1.11, 5.92, -0.91], [-0.52, 5.93, 1.67], [-1.18, 5.72, 0.04], [-0.43, 7.26, 0.50], [2.00, 5.95, 2.01], [2.13, 7.32, 0.90], [3.08, 5.85, 0.60], [-1.68, 4.25, -3.18], [1.06, 3.33, -4.18], [0.52, 5.02, -4.06], [-0.30, 3.90, -5.15], [-0.39, 1.47, -3.04], [-1.70, 1.97, -4.11], [-1.96, 1.93, -2.37], [4.78, -0.17, -3.20], [5.15, 2.52, -1.80], [4.33, 2.25, -3.36], [6.06, 1.95, -3.19], [6.01, 0.44, -0.47], [6.89, -0.11, -1.91], [5.70, -1.17, -1.14], [-6.37, 2.03, 1.93], [-5.95, 0.86, 2.81], [-4.82, 1.26, 3.76], [-5.58, -0.37, 1.99], [-4.39, -0.17, 1.15], [-3.11, -0.38, 1.44], [-2.40, -0.03, 0.40], [-3.27, 0.40, -0.54], [-4.47, 0.32, -0.09], [-6.75, 2.85, 2.54], [-7.15, 1.74, 1.23], [-5.52, 2.41, 1.35], [-6.81, 0.55, 3.41], [-3.96, 1.65, 3.21], [-4.49, 0.42, 4.37], [-5.16, 2.05, 4.43], [-6.39, -0.64, 1.31], [-5.37, -1.22, 2.64], [-2.73, -0.81, 2.35], [-0.33, -1.79, 0.04], [-0.45, -3.72, -0.03], [0.97, -4.54, 0.98], [1.97, -3.76, 1.56], [3.00, -4.35, 2.29], [3.04, -5.73, 2.44], [2.06, -6.52, 1.86], [1.03, -5.93, 1.14], [-0.42, -4.31, -1.87], [-1.30, -3.76, -2.81], [-1.28, -4.17, -4.13], [-0.36, -5.14, -4.54], [0.53, -5.68, -3.63], [0.50, -5.27, -2.30], [-2.17, -4.07, 0.81], [-2.31, -4.87, 1.95], [-3.55, -5.06, 2.55], [-4.68, -4.46, 2.02], [-4.56, -3.65, 0.88], [-3.33, -3.45, 0.30], [1.94, -2.68, 1.44], [3.77, -3.73, 2.74], [3.84, -6.18, 3.01], [2.09, -7.59, 1.98], [0.26, -6.56, 0.69], [-2.00, -3.00, -2.50], [-1.97, -3.74, -4.84], [-0.35, -5.46, -5.58], [1.24, -6.43, -3.95], [1.21, -5.70, -1.60], [-1.43, -5.33, 2.38], [-3.63, -5.68, 3.43], [-5.65, -4.62, 2.47], [-5.45, -3.19, 0.46], [-3.25, -2.80, -0.57]],
  "mulliken_spin": [1.439, -0.021, 0.004, 0.000, 0.005, 0.039, -0.145, -0.009, 0.029, -0.013, 0.000, 0.000, 0.000, 0.000, 0.002, -0.019, 0.000, 0.042, 0.002, 0.000, 0.000, 0.000, 0.001, -0.002, 0.028, -0.002, 0.000, 0.000, 0.000, -0.003, 0.002, 0.000, 0.000, 0.000, 0.000, 0.000, 0.000, 0.000, 0.000, 0.000, 0.000, 0.000, -0.003, 0.000, -0.011, 0.000, 0.000, 0.000, 0.000, 0.000, 0.000, 0.000, 0.000, 0.000, 0.000, 0.000, 0.003, 0.066, -0.096, -0.010, 0.017, 0.000, 0.000, 0.000, 0.000, 0.000, 0.000, 0.000, 0.000, 0.000, 0.004, -0.291, -0.078, 0.016, -0.012, -0.003, 0.000, -0.001, -0.003, 0.005, 0.006, 0.000, 0.000, -0.001, 0.001, 0.004, 0.001, -0.001, -0.001, -0.001, -0.002, 0.011, 0.000, 0.000, 0.000, 0.000, -0.004, 0.000, 0.000, 0.000, 0.000, 0.000, 0.000, 0.000, 0.000, 0.006]
}

***

{
  "formula": "C22H15F3NO4S2",
  "method": "ωB97M-V/def2-TZVPD",
  "homo_ev": -1.6,
  "total_charge": -1,
  "homo_lumo_gap_ev": 3.73,
  "e_above_lowest_ev": 6.6881,
  "symbols": ["C", "C", "C", "C", "C", "C", "C", "C", "C", "C", "C", "C", "O", "C", "C", "H", "H", "H", "H", "H", "H", "H", "H", "H", "H", "H", "F", "C", "F", "F", "S", "N", "C", "O", "C", "C", "C", "C", "C", "C", "S", "O", "O", "H", "H", "H", "H"],
  "coordinates": [[-3.06, -0.22, 2.56], [-2.97, 1.12, 2.14], [-1.98, 1.62, 1.27], [-1.14, 0.67, 0.74], [0.33, 0.88, 0.45], [1.40, 1.65, 1.32], [2.54, 0.88, 1.95], [3.85, 1.47, 2.18], [4.94, 0.64, 2.57], [4.71, -0.68, 3.00], [3.41, -1.18, 2.97], [2.36, -0.46, 2.39], [1.34, 2.86, 1.13], [-1.53, -0.69, 0.75], [-2.37, -1.14, 1.76], [-3.67, -0.55, 3.43], [-3.71, 1.82, 2.52], [-1.84, 2.70, 1.06], [0.64, -0.20, 0.53], [4.03, 2.57, 2.05], [5.99, 0.97, 2.47], [5.51, -1.32, 3.39], [3.11, -2.15, 3.38], [1.37, -0.95, 2.37], [-0.97, -1.44, 0.15], [-2.55, -2.20, 1.90], [1.59, 3.95, -2.42], [2.01, 2.67, -2.50], [1.87, 2.19, -3.75], [3.28, 2.56, -2.07], [0.71, 1.48, -1.06], [-0.01, 0.45, -2.45], [-1.31, 0.76, -2.90], [-1.87, 1.85, -2.81], [-1.95, -0.59, -3.14], [-1.17, -1.57, -2.53], [-1.68, -2.57, -1.74], [-3.07, -2.61, -1.62], [-3.91, -1.80, -2.41], [-3.35, -0.75, -3.18], [0.49, -1.15, -2.53], [1.02, -1.40, -3.84], [1.12, -1.67, -1.31], [-1.01, -3.18, -1.14], [-3.48, -3.31, -0.89], [-5.01, -1.94, -2.41], [-3.98, -0.01, -3.71]],
  "lowdin_charge": [-0.114, -0.103, -0.030, -0.226, -0.552, -0.350, -0.109, 0.000, -0.096, -0.106, -0.105, -0.036, 0.039, -0.056, -0.104, 0.098, 0.088, 0.131, 0.071, 0.125, 0.102, 0.094, 0.099, 0.121, 0.084, 0.092, 0.025, -0.735, 0.016, 0.026, 1.117, -0.293, -0.427, 0.085, -0.106, -0.273, -0.073, -0.075, -0.056, 0.006, 0.696, -0.260, -0.293, 0.121, 0.107, 0.108, 0.126]
}